Entry 1:
Here is a 6-piece molecular cluster, C17H32BCl10N2O3 overall at a distorted geometry from the Open Molecules 2025 dataset. Energies are from ωB97M-V/def2-TZVPD.

Output
**Gap between HOMO and LUMO**: 6.861 eV
**HOMO level**: -12.0 eV
**Lowest unoccupied orbital energy**: -5.128 eV
**Max |F|**: 11.8 eV/A
**Energy**: -5628.50518 a.u.

```
! wB97M-V def2-TZVPD RIJCOSX def2/J DEFGRID3
* xyz 1 1
C 3.919 -0.744 1.551
C 2.572 -0.940 0.627
O 2.253 -2.342 0.299
B 0.992 -2.771 0.992
O 1.178 -3.592 2.238
C -0.520 -2.426 0.449
C -1.447 -2.189 1.779
C -1.718 -0.550 1.981
N -1.359 -0.024 0.764
N -1.437 1.318 0.400
C -0.889 2.138 1.365
O -0.421 2.934 2.341
C -0.838 -0.998 -0.286
H 4.711 -0.123 0.911
H 3.611 -0.071 2.489
H 4.420 -1.745 1.905
H 1.641 -0.497 1.197
H 2.690 -0.351 -0.403
H 0.978 -2.972 3.005
H -0.990 -3.201 -0.291
H -2.506 -2.565 1.418
H -1.265 -2.824 2.749
H -2.130 -0.059 2.964
H 0.142 -0.505 -0.694
H -1.561 -0.984 -1.231
Cl -5.471 3.415 2.350
C -4.349 3.560 0.974
C -5.081 3.727 -0.348
Cl -5.949 2.248 -0.828
H -3.703 2.677 0.968
H -3.724 4.437 1.167
H -4.364 3.946 -1.145
H -5.805 4.548 -0.308
Cl 3.656 -0.038 -2.664
C 3.438 -1.800 -2.817
C 4.117 -2.357 -4.058
Cl 3.314 -1.827 -5.558
H 2.364 -2.010 -2.816
H 3.874 -2.251 -1.920
H 4.075 -3.450 -4.046
H 5.168 -2.057 -4.112
Cl 2.780 3.334 -2.010
C 1.942 4.886 -1.767
C 1.406 5.034 -0.351
Cl 0.059 3.915 -0.022
H 1.142 4.961 -2.510
H 2.671 5.676 -1.972
H 1.019 6.046 -0.204
H 2.186 4.856 0.396
Cl 6.564 -4.232 -5.960
C 7.330 -5.016 -4.556
C 6.355 -5.890 -3.784
Cl 5.110 -4.931 -2.945
H 7.759 -4.234 -3.922
H 8.150 -5.627 -4.944
H 6.890 -6.455 -3.015
H 5.848 -6.605 -4.440
Cl -9.515 2.045 6.827
C -8.393 2.190 5.451
C -9.124 2.358 4.129
Cl -9.993 0.878 3.649
H -7.747 1.307 5.445
H -7.768 3.067 5.644
H -8.407 2.576 3.332
H -9.848 3.178 4.169
*
```

=====

Entry 2:
Here is C17H32Br2F2KO11S3Zn as an isolated structure at a distorted geometry from the Open Molecules 2025 dataset. Energies are from ωB97M-V/def2-TZVPD.

Output
**Gap between HOMO and LUMO**: 8.550 eV
**HOMO level**: -12.3 eV
**Lowest unoccupied orbital energy**: -3.776 eV
**Max |F|**: 1.4 eV/A
**Energy**: -10416.08918 a.u.

```
! wB97M-V def2-TZVPD RIJCOSX def2/J DEFGRID3
* xyz 1 1
Zn 0.246 0.572 1.528
K -3.557 0.934 0.910
F -0.871 0.571 -0.074
F -1.138 0.360 2.761
Br -2.426 3.130 -1.947
C -0.996 2.090 -2.715
C -1.394 1.558 -4.060
Br 0.195 1.000 -5.025
H -0.773 1.311 -1.991
H -0.091 2.696 -2.753
H -1.922 2.278 -4.674
H -1.988 0.657 -3.944
O 2.019 0.760 0.470
S 2.515 0.781 -0.881
O 2.463 2.008 -1.573
O 4.005 0.328 -0.831
C 4.347 -0.845 -0.037
C 5.600 -0.579 0.760
C 1.786 -0.491 -1.827
H 4.430 -1.710 -0.698
H 3.521 -1.091 0.634
H 6.485 -0.826 0.174
H 5.606 -1.251 1.618
H 5.655 0.454 1.087
H 0.843 -0.155 -2.243
H 1.600 -1.354 -1.189
H 2.502 -0.750 -2.604
O 0.455 2.640 1.625
S -0.514 3.690 1.615
O -1.892 3.366 1.475
O -0.294 4.405 2.971
C -1.079 5.579 3.262
C -0.490 6.284 4.456
C -0.056 4.845 0.400
H -2.121 5.331 3.471
H -1.111 6.266 2.415
H -1.112 7.155 4.671
H 0.534 6.617 4.303
H -0.517 5.659 5.350
H -0.078 4.279 -0.532
H 0.969 5.168 0.568
H -0.766 5.662 0.375
O 0.766 -1.500 1.280
S 0.226 -2.803 1.021
O 0.531 -3.432 -0.207
O 0.739 -3.663 2.202
C 0.655 -5.115 2.064
C 0.629 -5.711 3.453
C -1.506 -2.767 1.310
H 1.529 -5.453 1.513
H -0.244 -5.385 1.508
H 1.501 -5.396 4.024
H 0.710 -6.796 3.349
H -0.289 -5.495 3.994
H -1.895 -3.721 0.965
H -1.892 -1.939 0.717
H -1.655 -2.556 2.364
C -1.155 -2.527 -2.715
C -1.790 -1.498 -2.172
C -3.222 -1.207 -2.454
O -3.793 -0.301 -1.875
C -3.891 -2.083 -3.446
C -3.280 -3.155 -3.958
C -1.850 -3.442 -3.671
O -1.276 -4.389 -4.151
H -0.151 -2.794 -2.409
H -1.349 -0.857 -1.402
H -4.872 -1.778 -3.792
H -3.764 -3.618 -4.810
*
```

=====

Entry 3:
Here is C17H32Cl2O2P2Tc as an isolated structure at a distorted geometry from the Open Molecules 2025 dataset. Energies are from ωB97M-V/def2-TZVPD.

Output
**⟨S²⟩**: 3.776
**Gap between HOMO and LUMO (alpha / beta)**: 6.271 / 6.271 eV
**HOMO level (alpha / beta)**: -15.0 / -15.0 eV
**Lowest unoccupied orbital energy (alpha / beta)**: -8.687 / -8.681 eV
**Max |F|**: 7.8 eV/A
**Energy**: -2500.44842 a.u.

```
! wB97M-V def2-TZVPD RIJCOSX def2/J DEFGRID3
* xyz 2 4
P -1.568 -2.142 -1.011
P -0.933 1.098 -0.904
C -1.692 -1.055 -2.489
C -0.500 -0.145 -2.281
H -2.622 -0.471 -2.531
H -1.650 -1.635 -3.405
H 0.269 -0.715 -1.713
H -0.064 0.236 -3.214
C -2.414 2.263 -1.063
H -2.234 3.025 -0.266
H -3.377 1.742 -0.859
H -2.446 2.831 -2.017
C 0.055 2.448 -2.107
H -0.376 2.496 -3.131
H 1.115 2.189 -2.238
H 0.022 3.473 -1.700
C -2.745 -3.534 -1.131
H -2.372 -4.256 -0.396
H -2.915 -4.058 -2.081
H -3.710 -3.142 -0.797
C 0.009 -3.081 -1.174
H 0.815 -2.339 -1.138
H 0.005 -3.714 -2.073
H 0.003 -3.675 -0.243
Tc -1.959 -0.590 0.340
C 3.349 2.716 0.099
C 2.135 2.462 0.579
C 1.666 1.260 1.421
C 2.370 -0.089 1.645
C 3.035 -0.857 0.695
C 3.417 -0.478 -0.580
C 4.279 0.653 -0.922
C 4.459 1.723 0.198
C -2.814 -2.082 1.534
H 3.448 3.481 -0.681
H 1.249 3.006 0.161
H 0.828 0.874 0.789
H 1.196 1.583 2.392
H 2.234 -0.613 2.622
H -0.503 -1.300 0.681
H 3.162 -1.951 0.896
H 3.366 -1.270 -1.337
H 3.952 1.110 -1.871
H 5.271 0.235 -1.145
H 4.446 1.263 1.191
H 5.427 2.226 0.108
H -1.954 -2.415 2.160
H -3.162 -2.986 1.037
H -3.633 -1.793 2.201
Cl -2.419 0.304 5.715
C -2.596 1.118 4.133
Cl -1.944 2.741 4.214
C -1.875 0.392 2.923
O -2.442 0.768 1.812
O -0.992 -0.440 3.063
H -3.672 1.110 3.892
*
```

=====

Entry 4:
Here is C17H32LaN as an isolated structure at a distorted geometry from the Open Molecules 2025 dataset. Energies are from ωB97M-V/def2-TZVPD.

Output
**Gap between HOMO and LUMO (alpha / beta)**: 6.103 / 5.396 eV
**HOMO level (alpha / beta)**: -14.5 / -13.7 eV
**ΔE to the lowest compared entry with this formula, charge and spin**: 118.8 kJ/mol
**Lowest unoccupied orbital energy (alpha / beta)**: -8.355 / -8.277 eV
**Max |F|**: 1.9 eV/A
**Energy**: -752.60202 a.u.

```
! wB97M-V def2-TZVPD RIJCOSX def2/J DEFGRID3
* xyz 2 1
La -0.889 -2.387 -2.210
C 0.475 0.820 -1.050
C -0.364 0.740 0.011
C 0.263 -0.300 0.975
C 1.464 -0.662 0.410
C 1.634 -0.038 -0.847
C 2.822 -0.093 -1.696
C 2.552 -0.037 -3.200
C 3.771 -1.242 -1.369
C 3.437 1.268 -1.205
C -0.139 -0.893 2.279
C 0.517 0.048 3.331
C 0.480 -2.296 2.428
C -1.630 -1.036 2.576
C -1.615 1.563 0.096
C -1.656 2.382 1.395
C -1.677 2.564 -1.067
C -2.847 0.648 -0.057
H 0.386 1.494 -1.883
H 2.187 -1.329 0.839
H 2.150 -1.000 -3.535
H 3.484 0.139 -3.730
H 1.858 0.755 -3.472
H 3.259 -2.199 -1.487
H 4.155 -1.171 -0.356
H 4.622 -1.225 -2.044
H 2.817 2.119 -1.474
H 4.398 1.359 -1.708
H 3.611 1.267 -0.132
H 1.598 0.068 3.220
H 0.279 -0.342 4.317
H 0.141 1.064 3.257
H 1.557 -2.268 2.565
H 0.246 -2.910 1.555
H 0.064 -2.781 3.305
H -2.152 -0.088 2.630
H -1.747 -1.511 3.547
H -2.100 -1.688 1.839
H -0.752 2.981 1.480
H -1.755 1.770 2.280
H -2.505 3.062 1.365
H -0.844 3.259 -1.034
H -2.591 3.147 -0.987
H -1.694 2.060 -2.031
H -2.923 -0.099 0.720
H -2.820 0.154 -1.037
H -3.741 1.264 -0.016
N -4.145 -2.096 -2.170
H -4.628 -2.121 -1.273
H -4.496 -2.902 -2.688
H -4.517 -1.282 -2.657
*
```

=====

Entry 5:
Here is C17H33BN6ReSi2 as an isolated structure at a distorted geometry from the Open Molecules 2025 dataset. Energies are from ωB97M-V/def2-TZVPD.

Output
**⟨S²⟩**: 4.116
**Gap between HOMO and LUMO (alpha / beta)**: 4.908 / 4.868 eV
**HOMO level (alpha / beta)**: -21.9 / -21.9 eV
**Lowest unoccupied orbital energy (alpha / beta)**: -17.016 / -16.997 eV
**Max |F|**: 6.1 eV/A
**Energy**: -1676.44915 a.u.

```
! wB97M-V def2-TZVPD RIJCOSX def2/J DEFGRID3
* xyz 4 4
C -2.862 -0.577 -0.302
N -1.736 -0.308 -1.027
N -2.129 -0.182 -2.348
C -3.452 -0.370 -2.434
C -3.956 -0.607 -1.167
B -1.106 0.052 -3.488
N -0.580 1.496 -3.289
N -0.411 2.035 -2.011
C -0.151 3.372 -2.167
C -0.086 3.648 -3.525
C -0.380 2.467 -4.193
Re 0.082 0.733 -0.380
N 0.031 -0.997 -3.296
N 0.890 -0.838 -2.236
C 1.644 -1.956 -2.157
C 1.285 -2.822 -3.201
C 0.252 -2.190 -3.897
H 2.381 -2.081 -1.369
H -0.341 -2.511 -4.749
H 1.709 -3.787 -3.394
H -1.608 -0.093 -4.565
H -0.454 2.235 -5.238
H -3.905 -0.328 -3.408
H 0.175 4.588 -3.960
H -4.980 -0.785 -0.901
H 0.036 3.999 -1.306
H -2.801 -0.754 0.762
H 2.919 1.955 -1.020
C 1.957 1.975 -0.460
H 1.529 2.958 -0.668
H 1.562 1.059 -1.141
H 2.259 1.883 0.581
C 1.143 -2.664 1.391
Si 1.822 -0.969 1.826
C 2.353 -0.939 3.631
C 3.398 -0.697 0.843
C 0.459 0.450 1.575
Si -1.026 0.307 2.807
C -0.375 0.884 4.473
C -2.390 1.484 2.322
C -1.641 -1.455 2.955
H 1.981 -3.314 1.102
H 0.439 -2.634 0.548
H 0.640 -3.126 2.250
H 3.351 -1.391 3.717
H 2.423 0.086 4.014
H 1.677 -1.507 4.281
H 3.251 -0.671 -0.245
H 3.890 0.237 1.146
H 4.090 -1.526 1.060
H 0.888 1.362 2.058
H 0.254 1.776 4.357
H -1.225 1.160 5.109
H 0.209 0.123 5.003
H -2.932 1.189 1.416
H -3.115 1.543 3.146
H -1.980 2.488 2.153
H -1.729 -1.972 1.992
H -0.989 -2.057 3.601
H -2.637 -1.437 3.419
*
```

=====

Entry 6:
Here is a 5-piece molecular cluster, C17H33Cl16N6O2P2 overall at a distorted geometry from the Open Molecules 2025 dataset. Energies are from ωB97M-V/def2-TZVPD.

Output
**Gap between HOMO and LUMO**: 8.685 eV
**HOMO level**: -11.7 eV
**Lowest unoccupied orbital energy**: -3.039 eV
**Max |F|**: 3.9 eV/A
**Energy**: -9191.98364 a.u.

```
! wB97M-V def2-TZVPD RIJCOSX def2/J DEFGRID3
* xyz 1 1
C 5.512 0.512 0.751
C 4.073 1.026 0.669
P 3.301 1.654 -0.871
C 4.568 2.661 -1.698
N 3.157 0.205 -1.967
P 4.531 -0.800 -2.273
N 5.841 -0.043 -2.551
C 1.901 -0.356 -1.914
N 1.748 -1.672 -1.874
C 0.471 -2.391 -1.937
C 0.009 -2.899 -0.579
O 1.054 -3.468 0.204
C 1.488 -4.704 -0.169
C 2.716 -5.111 0.583
O 0.938 -5.344 -1.033
N 0.793 0.459 -1.924
C 0.181 0.797 -3.239
N 1.085 0.728 -4.352
C 0.058 0.582 -0.648
C -1.423 0.920 -0.761
C -2.147 0.580 0.559
C -3.619 0.234 0.293
N -3.717 -1.152 -0.188
H 5.577 -0.554 0.512
H 6.186 1.057 0.089
H 5.887 0.622 1.773
H 3.365 0.310 1.108
H 3.985 1.931 1.291
H 5.591 2.428 -1.410
H 4.347 3.703 -1.440
H 4.464 2.521 -2.775
H 4.541 -1.756 -1.235
H 4.023 -1.524 -3.364
H 6.603 -0.253 -1.916
H 2.563 -2.270 -1.811
H 0.632 -3.259 -2.585
H -0.302 -1.779 -2.401
H -0.789 -3.629 -0.755
H -0.436 -2.106 0.019
H 2.708 -6.193 0.723
H 2.782 -4.609 1.549
H 3.602 -4.844 -0.004
H -0.671 0.143 -3.458
H -0.218 1.814 -3.158
H 1.141 -0.181 -4.790
H 2.003 1.112 -4.180
H 0.161 -0.330 -0.056
H 0.553 1.359 -0.046
H -1.525 1.998 -0.934
H -1.904 0.355 -1.565
H -2.072 1.406 1.265
H -1.697 -0.330 0.976
H -3.981 0.877 -0.517
H -4.217 0.417 1.193
H -4.461 -1.270 -0.862
H -3.854 -1.805 0.573
C -4.560 0.156 3.399
Cl -5.072 -0.930 2.101
Cl -5.741 1.450 3.577
Cl -4.426 -0.752 4.904
Cl -2.981 0.844 2.985
C -0.920 -3.295 3.185
Cl 0.076 -4.736 2.964
Cl -1.488 -3.195 4.846
Cl 0.051 -1.861 2.802
Cl -2.285 -3.368 2.066
C -1.195 4.716 1.488
Cl 0.206 3.984 0.681
Cl -1.807 3.603 2.718
Cl -0.709 6.227 2.244
Cl -2.458 5.014 0.294
C -8.764 4.876 2.570
Cl -7.999 5.350 1.051
Cl -10.209 3.924 2.233
Cl -7.626 3.898 3.513
Cl -9.198 6.314 3.489
*
```

=====

Entry 7:
Here is a 5-piece molecular cluster, C17H33Cl3O12 overall at a distorted geometry from the Open Molecules 2025 dataset. Energies are from ωB97M-V/def2-TZVPD.

Output
**SMILES**: CCOC(=O)OC.CCOC(=O)OC.CCOC(=O)OC.CCOC(=O)OC.ClC(Cl)Cl
**Gap between HOMO and LUMO**: 10.993 eV
**HOMO level**: -10.5 eV
**Lowest unoccupied orbital energy**: 0.536 eV
**Max |F|**: 2.9 eV/A
**Energy**: -2950.98670 a.u.

```
! wB97M-V def2-TZVPD RIJCOSX def2/J DEFGRID3
* xyz 0 1
C 1.353 0.143 -1.192
Cl 1.863 1.044 -2.548
Cl 0.226 1.034 -0.213
Cl 2.674 -0.386 -0.107
H 0.904 -0.759 -1.583
C 1.881 5.184 -0.168
C 1.701 4.969 1.312
O 2.475 5.944 1.981
C 3.602 5.598 2.523
O 4.086 4.503 2.556
O 4.048 6.750 3.122
C 5.167 6.606 3.971
H 2.950 5.310 -0.363
H 1.476 6.133 -0.445
H 1.581 4.365 -0.739
H 1.898 3.951 1.710
H 0.691 5.134 1.665
H 5.070 7.473 4.645
H 6.097 6.626 3.439
H 5.159 5.719 4.689
C -1.957 0.328 -4.459
C -2.834 0.933 -3.378
O -2.430 0.399 -2.079
C -3.072 -0.755 -1.772
O -4.122 -1.113 -2.206
O -2.429 -1.333 -0.760
C -2.468 -2.778 -0.655
H -0.977 0.841 -4.505
H -2.450 0.261 -5.454
H -1.669 -0.738 -4.165
H -3.846 0.751 -3.593
H -2.545 1.951 -3.230
H -2.527 -2.974 0.409
H -1.518 -3.102 -0.889
H -3.325 -3.176 -1.230
C -5.160 -0.644 2.442
C -4.121 -0.237 1.373
O -2.862 0.323 1.911
C -1.928 -0.553 2.322
O -2.149 -1.729 2.536
O -0.756 0.027 2.612
C 0.263 -0.688 3.310
H -4.770 -1.453 3.010
H -6.116 -0.900 2.016
H -5.260 0.209 3.124
H -4.535 0.541 0.697
H -3.810 -1.068 0.736
H 1.131 0.000 3.199
H 0.604 -1.594 2.794
H -0.095 -0.890 4.345
C 0.809 -5.947 0.186
C 2.014 -4.949 0.134
O 2.350 -4.812 -1.221
C 1.723 -3.913 -1.988
O 0.719 -3.285 -1.713
O 2.448 -3.813 -3.081
C 1.791 -3.071 -4.120
H 1.091 -7.034 0.048
H -0.043 -5.578 -0.347
H 0.504 -5.802 1.241
H 2.847 -5.323 0.748
H 1.815 -3.988 0.596
H 1.440 -2.063 -3.792
H 0.887 -3.660 -4.450
H 2.433 -2.944 -4.958
*
```